{"formula": "C12H48N16O12", "method": "ωB97M-V/def2-TZVPD", "symbols": ["H", "H", "C", "H", "H", "N", "N", "N", "H", "H", "O", "N", "N", "H", "C", "C", "H", "H", "H", "H", "H", "N", "H", "H", "N", "N", "H", "H", "O", "O", "O", "C", "H", "H", "H", "O", "H", "H", "H", "H", "H", "N", "H", "H", "H", "C", "C", "O", "C", "C", "H", "N", "C", "H", "O", "N", "H", "H", "O", "H", "C", "H", "C", "H", "O", "H", "N", "O", "C", "H", "H", "H", "H", "H", "O", "N", "H", "H", "N", "O", "H", "H", "H", "N", "H", "H", "H", "N"], "positions_angstrom": [[-2.898, 2.250, 0.602], [-1.508, 2.266, 2.667], [1.701, -3.639, 1.016], [-4.691, 1.214, 1.971], [1.704, 0.109, -3.111], [-1.901, -0.612, 3.869], [-1.789, -2.890, -2.794], [2.276, 4.132, -1.163], [-3.725, 0.600, 6.019], [0.007, -2.485, 1.386], [-0.300, -0.851, 1.395], [2.227, -2.727, 0.241], [0.465, 2.478, -2.021], [-3.908, -0.873, -2.152], [-2.880, 0.157, 4.212], [-0.884, 2.646, -2.012], [2.665, 3.056, 1.748], [1.002, 3.423, 3.008], [1.777, 0.584, 0.134], [1.690, -1.778, -2.670], [1.149, 3.209, -1.646], [0.482, -3.379, 1.432], [2.048, 5.071, -1.531], [0.924, 1.567, -2.049], [1.749, -2.770, -2.836], [-1.440, 1.611, -2.584], [2.980, 3.602, -1.772], [-2.942, 0.452, 0.924], [-4.159, 1.005, -3.107], [-3.583, 1.073, 3.459], [-1.554, 3.701, -1.499], [-0.279, 0.019, 0.350], [-2.719, -3.160, -3.161], [-2.934, -0.938, 5.948], [-0.923, 1.288, -3.345], [1.226, 4.899, 0.854], [-1.030, 3.230, 1.451], [2.777, 2.127, 0.278], [-0.098, -3.024, -0.157], [-1.227, -2.251, -3.342], [-0.707, -1.324, -1.013], [-3.194, -0.104, 5.446], [0.399, 1.573, 1.481], [2.962, -0.985, 4.031], [-4.564, 1.290, -3.945], [2.987, -0.109, -1.369], [2.413, -0.495, 3.146], [4.248, -0.254, -1.919], [-1.586, -3.158, -1.527], [-3.826, -0.371, -3.128], [-0.832, 0.417, -1.542], [2.704, 3.067, 0.758], [2.094, 4.078, 0.169], [2.926, 1.219, 3.955], [2.320, -4.817, 1.278], [3.623, -3.079, -1.991], [3.758, -2.044, -1.955], [-1.318, 3.955, 2.998], [2.539, -5.050, -2.884], [1.330, -0.517, 3.233], [-3.465, 1.324, 0.493], [-1.580, -0.690, 2.832], [2.605, -3.657, -2.639], [1.822, -1.879, 0.064], [0.491, 2.702, 2.793], [-3.720, 1.183, -0.539], [0.318, 1.178, 0.510], [-2.594, -3.534, -0.695], [-0.862, 3.043, 2.505], [0.093, -4.102, 2.049], [0.337, -2.829, -1.853], [3.499, 0.348, 0.502], [4.382, -3.808, -1.871], [-2.430, 1.672, -2.747], [2.805, 0.885, 3.006], [2.766, 0.348, -0.183], [-1.283, -1.171, 4.442], [1.008, -3.212, -3.408], [1.893, -0.007, -2.021], [-4.715, 1.356, 1.029], [-4.422, -0.958, -3.829], [0.981, -0.131, -1.476], [2.766, -1.054, 2.254], [-0.401, -2.805, -1.131], [2.884, -2.882, -0.585], [0.369, 1.858, -0.318], [-2.844, -0.585, -3.527], [-0.455, -0.281, -0.895]], "forces_ev_per_angstrom": [[0.168, 0.061, 0.117], [-1.290, -2.372, 1.185], [3.608, -6.941, 1.222], [0.386, -0.017, 0.742], [1.639, -0.613, 3.122], [3.817, -1.816, -6.125], [-2.371, -0.430, -3.458], [1.126, 1.982, -3.055], [0.649, -1.248, -1.293], [0.277, 0.522, 0.385], [-0.612, 3.439, -4.279], [3.442, 0.188, -2.377], [1.667, 1.323, 0.732], [-0.055, 0.698, -0.116], [-3.967, 4.231, -3.275], [-1.544, 7.365, 3.237], [-0.289, -0.418, 0.628], [1.365, 2.824, 0.436], [1.359, -0.332, 0.083], [0.968, -0.163, 0.072], [-1.680, -0.536, -0.695], [-2.271, -1.658, 2.366], [0.018, -0.927, 0.102], [-0.689, 0.542, -0.538], [-7.823, 1.184, -4.479], [-2.875, -1.461, -0.641], [-0.879, 1.157, 2.050], [0.459, 0.277, -0.441], [-0.039, 0.049, -0.188], [3.827, -4.143, 3.424], [3.711, -5.570, -2.577], [1.082, -2.755, 6.136], [1.101, 0.442, 0.332], [0.219, 0.145, -0.338], [0.662, -0.654, -1.516], [4.927, -3.628, -3.864], [0.534, 0.422, -0.479], [0.379, 1.989, 0.717], [-0.621, -0.482, -1.041], [-0.152, -0.398, 0.249], [0.223, 1.431, -0.063], [-2.945, 1.876, 5.095], [0.284, -0.208, -0.944], [-1.043, 0.701, -1.154], [0.199, -0.379, 0.508], [9.350, 1.794, -3.019], [1.328, -0.544, 0.682], [-5.957, -0.268, 2.463], [-7.017, -2.062, 5.115], [-0.491, -1.068, -0.514], [-0.559, 0.000, 0.272], [0.892, -1.965, -0.303], [-4.293, 3.435, 4.337], [-0.306, -0.521, -2.223], [-2.849, 5.468, -1.122], [3.677, -2.618, 0.282], [0.891, -0.977, -0.622], [1.079, -0.982, -0.056], [-0.069, 8.061, 0.962], [-0.022, -0.447, 0.086], [0.524, -0.669, -0.085], [-0.851, 0.491, 2.233], [4.822, -9.109, 0.817], [-1.906, 2.326, 0.436], [-2.285, -2.816, -0.101], [0.813, -0.202, -1.016], [0.006, 3.318, 1.171], [4.911, 1.471, -4.092], [-0.097, 3.302, -0.587], [0.224, 0.589, -0.528], [-0.573, -0.300, 1.247], [0.280, -0.401, 0.279], [-0.759, 1.900, 0.147], [-0.787, -0.072, -0.008], [0.673, 0.360, 2.104], [0.310, 0.112, 4.120], [-0.665, 0.477, 0.495], [0.193, 0.896, 0.102], [-5.697, -0.727, -6.796], [-2.362, 0.532, 0.391], [-0.632, 0.209, 0.125], [0.758, -0.064, -0.700], [-0.444, 0.369, 0.430], [3.212, -0.609, 1.403], [-0.451, -1.007, 2.170], [-0.540, -1.041, 1.902], [0.835, 0.497, 0.125], [-2.117, -2.837, -2.126]], "lowdin_charge": [0.07, 0.02, -0.62, 0.03, 0.21, 0.17, 0.16, 0.10, 0.15, 0.04, -0.11, 0.17, 0.11, 0.10, -0.60, -0.57, 0.08, 0.04, 0.07, 0.07, 0.04, 0.14, 0.16, 0.04, 0.13, 0.14, 0.18, 0.08, -0.12, -0.11, -0.03, -0.55, 0.14, 0.11, 0.11, -0.07, 0.05, 0.09, 0.08, 0.10, 0.08, 0.14, 0.10, 0.11, 0.11, -0.64, -0.14, -0.09, -0.61, -0.17, 0.06, 0.18, -0.56, 0.12, -0.09, 0.11, 0.07, 0.13, -0.10, 0.05, -0.20, 0.12, -0.59, 0.02, -0.12, 0.06, 0.17, -0.07, -0.12, 0.15, 0.07, 0.13, 0.18, 0.09, -0.18, 0.15, 0.12, 0.15, 0.07, -0.10, 0.09, 0.05, 0.06, 0.12, 0.07, 0.11, 0.03, 0.14], "total_energy_ev": -61628.4892, "spin_multiplicity": 1, "homo_ha": -0.333}